Here is C34H56Ge2N2ScSe2Si2Te as an isolated structure from the OMol25 dataset. Energies are from ωB97M-V/def2-TZVPD.

Positions of all 100 atoms, in Å:
Sc -0.3588 -1.1880 1.1092
Se -1.1811 -3.0806 3.4081
Se -2.2955 -0.9834 3.2389
C -0.7490 -0.0891 3.9175
C -0.7176 0.5563 5.1282
C 0.4829 1.1486 5.5174
C 1.5716 1.0539 4.6707
C 1.4382 0.3881 3.4622
N 0.2904 -0.1873 3.0684
C -2.0528 -3.6810 1.8123
C -2.8768 -4.7793 1.8031
C -3.4532 -5.1633 0.5899
C -3.1715 -4.4131 -0.5379
C -2.3307 -3.3151 -0.4269
N -1.7651 -2.9396 0.7236
H -1.5948 0.5884 5.7597
H 0.5581 1.6624 6.4663
H 2.5243 1.4906 4.9323
H 2.2791 0.3239 2.7911
H -3.0726 -5.3228 2.7171
H -4.1083 -6.0225 0.5428
H -3.5896 -4.6597 -1.5031
H -2.0952 -2.7249 -1.2970
C 1.0339 0.6691 -4.3295
C 1.0932 0.3875 -2.8240
Ge -0.7513 0.1432 -2.1168
C -1.8110 -1.2329 -3.0973
C -2.1115 -0.8371 -4.5468
C -1.6658 1.8003 -2.5685
C -2.5349 2.3070 -1.6867
Ge -2.2705 1.4545 0.0371
C -0.8501 2.3345 1.1045
C -1.2552 3.7841 1.4343
C -3.9100 0.8420 0.9593
C -5.1550 1.5523 0.4143
C -3.5120 3.3661 -1.9921
C -4.1521 3.3631 -3.2338
C -5.0606 4.3583 -3.5551
C -5.3451 5.3626 -2.6396
C -4.7254 5.3637 -1.3970
C -3.8226 4.3655 -1.0710
H 1.9944 1.0625 -4.6632
H 0.2785 1.4065 -4.5973
H 0.8405 -0.2385 -4.8986
H 1.5138 1.2481 -2.3001
H 1.7620 -0.4522 -2.6561
H -2.7624 -1.3259 -2.5671
H -1.3035 -2.2011 -3.0898
H -2.5671 0.1512 -4.6033
H -2.8110 -1.5449 -4.9915
H -1.2174 -0.8314 -5.1660
H -1.5962 2.2319 -3.5651
H 0.0639 2.3357 0.5038
H -0.6388 1.8224 2.0434
H -1.3433 4.3778 0.5248
H -0.5030 4.2625 2.0623
H -2.2053 3.8294 1.9703
H -3.8074 1.0325 2.0331
H -4.0232 -0.2388 0.8350
H -5.1515 2.6147 0.6533
H -6.0513 1.1107 0.8483
H -5.2242 1.4625 -0.6701
H -3.9499 2.5707 -3.9435
H -5.5531 4.3476 -4.5176
H -6.0541 6.1391 -2.8913
H -4.9455 6.1451 -0.6828
H -3.3508 4.3860 -0.0935
C 4.3700 -3.9932 1.2300
Si 2.9916 -3.8756 -0.0265
C 3.0575 -5.2784 -1.2531
C 1.3151 -3.8121 0.8577
C 2.9475 -2.2354 -0.9896
Te 2.3623 -0.5100 0.1466
C 4.1608 -0.4328 1.3348
Si 5.0777 1.2361 1.0737
C 5.4764 1.4171 -0.7399
C 3.8964 2.5801 1.6653
C 6.6110 1.1466 2.1352
H 4.3509 -4.9833 1.6905
H 4.2861 -3.2664 2.0397
H 5.3521 -3.8787 0.7696
H 3.0103 -6.2416 -0.7431
H 3.9914 -5.2563 -1.8166
H 2.2396 -5.2474 -1.9760
H 0.9589 -4.7723 1.2374
H 0.5528 -3.4672 0.1410
H 1.3774 -3.1327 1.7226
H 2.1995 -2.3292 -1.7806
H 3.8782 -1.9341 -1.4703
H 4.7179 -1.2835 0.9392
H 3.9664 -0.6604 2.3866
H 4.6033 1.3514 -1.3925
H 6.1991 0.6667 -1.0633
H 5.9298 2.3938 -0.9196
H 2.9167 2.5362 1.1760
H 4.3045 3.5676 1.4455
H 3.7482 2.5383 2.7454
H 7.2709 0.3373 1.8202
H 6.3770 0.9956 3.1904
H 7.1826 2.0733 2.0609

Atomic forces in eV per Å
Sc -0.057 -0.209 0.314
Se -0.159 0.226 -0.093
Se -0.030 -0.202 0.033
C 0.066 0.016 -0.141
C -0.062 0.007 0.068
C 0.025 -0.006 -0.053
C -0.042 0.001 -0.003
C -0.059 -0.034 -0.069
N 0.304 0.349 0.277
C 0.146 0.036 -0.031
C -0.041 -0.095 -0.014
C 0.103 0.149 -0.023
C 0.009 -0.039 0.091
C -0.057 0.010 -0.231
N -0.209 -0.129 0.058
H -0.013 -0.005 -0.007
H -0.006 0.007 0.013
H 0.024 0.017 0.003
H -0.044 0.001 -0.014
H -0.005 -0.002 0.004
H -0.007 -0.016 -0.003
H -0.018 -0.023 -0.005
H 0.024 0.080 -0.024
C -0.045 -0.027 -0.058
C 0.010 0.043 0.064
Ge -0.232 0.155 -0.192
C 0.042 -0.021 0.074
C 0.077 0.125 -0.032
C -0.020 -0.121 0.055
C 0.118 0.022 0.071
Ge 0.344 -0.211 -0.116
C -0.178 0.287 0.062
C 0.042 -0.031 -0.078
C 0.015 -0.022 0.035
C 0.034 0.009 -0.050
C -0.031 -0.035 0.100
C 0.022 0.062 0.029
C -0.002 0.014 0.025
C 0.017 -0.021 -0.002
C -0.021 0.022 -0.002
C -0.049 0.046 0.009
H 0.015 -0.004 0.008
H -0.007 0.014 -0.004
H -0.004 0.013 -0.004
H -0.044 -0.024 0.030
H -0.047 -0.056 0.059
H 0.023 -0.045 0.051
H -0.011 -0.022 0.074
H -0.015 0.001 -0.019
H -0.003 -0.024 0.025
H -0.024 0.007 0.005
H 0.019 -0.020 -0.034
H -0.026 -0.080 -0.016
H -0.044 -0.134 -0.047
H 0.009 -0.004 0.041
H 0.018 -0.037 0.006
H -0.006 0.015 0.000
H 0.041 0.026 -0.033
H 0.083 0.012 -0.025
H -0.007 -0.019 -0.011
H -0.013 0.003 0.013
H -0.033 -0.004 0.013
H 0.008 -0.012 0.000
H -0.003 0.000 -0.011
H -0.006 0.009 -0.001
H -0.014 0.013 0.005
H -0.034 -0.039 -0.097
C -0.201 0.067 -0.037
Si 0.210 -0.174 0.005
C -0.117 0.169 0.054
C -0.136 0.058 0.090
C -0.092 0.021 0.089
Te 0.241 0.046 -0.265
C -0.108 -0.157 0.143
Si 0.090 0.166 0.128
C -0.064 -0.028 0.076
C 0.044 -0.140 -0.131
C -0.148 0.006 -0.078
H -0.009 -0.039 -0.031
H -0.013 0.012 -0.016
H 0.021 0.007 -0.047
H 0.016 -0.011 0.046
H 0.042 0.017 0.006
H -0.007 0.027 0.011
H 0.039 -0.027 -0.015
H 0.118 -0.018 -0.045
H 0.044 -0.035 -0.066
H -0.008 -0.001 -0.016
H 0.060 -0.018 0.010
H 0.077 0.072 -0.026
H -0.027 0.009 -0.120
H -0.048 -0.001 0.018
H 0.026 -0.039 0.004
H 0.022 0.016 0.022
H 0.025 -0.027 -0.001
H 0.048 0.015 -0.011
H -0.008 -0.019 0.076
H -0.001 -0.031 -0.026
H -0.030 -0.006 0.010
H -0.013 0.038 -0.029

Values from the calculation:
* energy above the lowest of the compared OMol25 structures with the same formula, charge and spin: 0.516 eV
* charge: +3
* orbital gap: 5.298 eV
* highest occupied orbital energy: -14.829 eV

These are the Löwdin partial charges, in e, on atoms 1 to 8: atom 1 (Sc): 0.676, atom 2 (Se): 0.896, atom 3 (Se): 0.879, atom 4 (C): -0.670, atom 5 (C): -0.029, atom 6 (C): 0.027, atom 7 (C): 0.016, atom 8 (C): -0.104

---

Here is CH16MnO11 as an isolated structure from the OMol25 dataset. Energies are from ωB97M-V/def2-TZVPD.

Positions of all 29 atoms, in Å:
Mn 2.8456 0.3973 0.1754
C 0.3165 -0.2151 0.2166
O 1.0990 -0.3811 -0.8030
O -0.8818 -0.5398 0.2883
O 0.9408 0.4694 1.1285
O 0.4015 1.0319 -3.2742
H 0.6262 0.5662 -2.4511
H 1.2477 1.2396 -3.6846
O 1.5672 -2.1288 -3.0560
H 1.3902 -3.0676 -2.9305
H 1.4364 -1.7308 -2.1858
O -1.7503 -1.5258 -2.2320
H -1.3228 -1.3340 -1.3691
H -1.1209 -1.2328 -2.9021
O -3.6864 -0.6791 0.6595
H -2.7490 -0.7223 0.3942
H -3.6963 -0.9946 1.5681
O 2.3311 2.3274 -0.6016
H 2.5781 3.0497 -1.1948
H 1.3906 2.4763 -0.3855
O 0.9001 1.6634 3.6250
H -0.0110 2.0094 3.5589
H 1.0298 1.1745 2.8003
O -1.4995 2.2224 2.1592
H -1.0029 1.5011 1.7441
H -2.3461 1.8223 2.3912
O 0.1069 -2.8409 2.1600
H 0.0467 -2.3200 1.3491
H -0.1875 -2.2382 2.8518

Atomic forces in eV per Å
Mn -3.095 0.014 -0.253
C -1.457 0.658 -0.024
O 1.625 -1.037 -1.421
O 1.771 0.012 0.027
O 1.412 0.529 1.388
O 0.192 0.253 0.289
H -0.110 -0.084 -0.209
H -0.112 -0.175 -0.088
O 0.311 -0.116 0.028
H -0.072 0.098 -0.052
H -0.312 0.029 0.035
O 0.366 -0.036 0.377
H -0.381 -0.005 -0.675
H -0.026 -0.002 0.081
O 0.302 0.068 0.052
H -0.527 0.053 0.133
H 0.011 -0.069 -0.070
O -0.109 0.304 0.093
H 0.167 -0.210 0.040
H 0.212 -0.224 0.040
O -0.058 0.193 0.222
H 0.507 -0.156 -0.131
H -0.382 0.058 0.222
O 0.066 -0.167 0.092
H -0.214 0.017 -0.056
H 0.000 0.052 -0.178
O 0.263 0.073 -0.027
H -0.345 -0.119 0.149
H -0.005 -0.011 -0.083

Values from the calculation:
* energy above the lowest of the compared OMol25 structures with the same formula, charge and spin: 0.000 eV
* charge: 0
* orbital gap (spin up / spin down): 6.517 / 6.513 eV
* highest occupied orbital energy (spin up / spin down): -10.017 / -10.018 eV
* multiplicity: 6

These are the natural (NBO) partial charges, in e, on atoms 1 to 8: atom 1 (Mn): 1.687, atom 2 (C): 0.961, atom 3 (O): -0.949, atom 4 (O): -0.741, atom 5 (O): -0.947, atom 6 (O): -0.950, atom 7 (H): 0.484, atom 8 (H): 0.457